{"formula": "C23H28N4O3S", "method": "ωB97M-V/def2-TZVPD", "total_charge": 0, "smiles": "C=CCN(C(=O)CNC(=O)c1cccs1)[C@@H](C(=O)NC1CCCCC1)c1cccnc1", "de_lowest_kj_mol": 35.34, "multiplicity": 1, "total_energy_ha": -1736.2078, "lumo_ev": 0.563, "homo_energy_ha": -0.331, "elements": ["C", "C", "C", "N", "C", "O", "C", "N", "C", "O", "C", "C", "C", "C", "S", "C", "C", "O", "N", "C", "C", "C", "C", "C", "C", "C", "C", "C", "C", "N", "C", "H", "H", "H", "H", "H", "H", "H", "H", "H", "H", "H", "H", "H", "H", "H", "H", "H", "H", "H", "H", "H", "H", "H", "H", "H", "H", "H", "H"], "xyz": [[3.66170, 2.84806, -3.07152], [2.48922, 2.72003, -2.47982], [2.29315, 2.08724, -1.13338], [1.11394, 1.23583, -1.11792], [0.88441, 0.26440, -2.02442], [-0.23938, -0.17562, -2.22165], [2.09753, -0.45228, -2.61165], [2.29862, -1.56448, -1.70184], [3.01069, -1.39890, -0.55329], [3.79792, -0.47919, -0.39030], [2.81402, -2.42791, 0.46916], [3.46989, -2.48222, 1.67073], [3.03860, -3.54324, 2.48538], [2.05706, -4.28082, 1.89821], [1.63835, -3.69256, 0.34618], [0.02424, 1.49168, -0.18618], [-0.58534, 0.11344, 0.18283], [0.12867, -0.80049, 0.54252], [-1.92477, 0.08029, 0.19619], [-2.65128, -1.15900, 0.40462], [-3.86965, -0.91932, 1.29814], [-4.95895, -0.12401, 0.58221], [-5.36289, -0.81734, -0.71517], [-4.15397, -0.98591, -1.63008], [-3.05433, -1.78452, -0.93553], [0.48787, 2.07230, 1.11754], [1.53312, 1.49031, 1.83273], [1.87795, 2.02577, 3.06076], [1.16448, 3.11935, 3.53074], [0.16751, 3.67345, 2.86289], [-0.16090, 3.16036, 1.69166], [3.76908, 3.32965, -4.02797], [4.56572, 2.48281, -2.61247], [1.58672, 3.08827, -2.95099], [2.12964, 2.87907, -0.39637], [3.18186, 1.52389, -0.83110], [3.00213, 0.14962, -2.63578], [1.86108, -0.83884, -3.60388], [1.53738, -2.22904, -1.67729], [4.23403, -1.77531, 1.93928], [3.43532, -3.74977, 3.46328], [1.54944, -5.14071, 2.28938], [-0.73678, 2.13782, -0.64716], [-2.43504, 0.81827, -0.26121], [-1.94515, -1.82403, 0.91356], [-4.27230, -1.89027, 1.59251], [-3.55551, -0.39600, 2.20343], [-5.82615, -0.02756, 1.23882], [-4.60327, 0.88552, 0.36331], [-6.13723, -0.23744, -1.22182], [-5.77930, -1.80021, -0.48297], [-4.44976, -1.50191, -2.54533], [-3.77041, -0.00577, -1.92133], [-2.17160, -1.82945, -1.57502], [-3.40298, -2.80269, -0.75300], [2.05255, 0.63420, 1.43062], [2.68187, 1.60160, 3.64141], [1.39617, 3.57552, 4.48407], [-0.98496, 3.64812, 1.18425]]}